# 1
DFT (ωB97M-V/def2-TZVPD) results for an isolated molecule of C4H5I in a non-equilibrium geometry.

Geometry as XYZ:
```
10
Properties=species:S:1:pos:R:3
C -0.34371 -1.40785 -0.13250
C -1.21727 -0.47248 0.12484
C 0.08275 -0.07243 0.52296
C 0.92031 0.86982 -0.20409
I -3.31534 0.13932 -0.12825
H -0.23281 -2.25198 -0.77613
H 0.44807 -0.21014 1.46244
H 1.06340 0.87271 -1.29833
H 1.89468 0.61789 0.27382
H 0.69993 1.91513 0.15523
```

Output
M, g/mol: 180.0
SMILES: C[C@@H]1C=C1I
Energy, Eh: -452.978681
LUMO, eV: 0.21
Energy above the lowest of the compared OMol25 structures with the same formula, charge and spin, eV: 1.891

***

# 2
DFT (ωB97M-V/def2-TZVPD) results for a structure of composition C35H26KN4P2SSe2 in a non-equilibrium geometry.

Geometry as XYZ:
```
71
Properties=species:S:1:pos:R:3
K 1.46792 -9.36895 12.99834
S -2.52069 -6.00270 12.55316
C -3.14472 -7.16424 13.58837
C -2.28006 -8.22688 13.72762
C -0.98650 -8.10197 13.07132
C -0.98262 -6.90199 12.42572
C 0.03000 -6.29600 11.54249
C -0.09447 -5.01525 10.89843
C 0.96144 -4.59493 10.08717
C 2.11121 -5.37997 9.95857
C 2.14410 -6.55933 10.66199
N 1.09507 -7.03337 11.31902
H -4.09314 -7.09883 14.05415
H -2.46920 -9.04002 14.41669
H -0.98626 -4.41687 10.91345
H 0.90200 -3.65623 9.56013
H 2.97862 -5.05461 9.40127
H 3.00697 -7.27242 10.54927
Se 7.64170 -12.42399 17.20313
P 6.45690 -10.66900 16.81516
C 7.48749 -9.21552 16.34195
C 6.97187 -7.93136 16.31429
C 7.75818 -6.86027 15.97356
C 9.12126 -7.06310 15.64241
C 9.63958 -8.35536 15.65073
C 8.81291 -9.41665 16.02921
C 5.63645 -10.25881 18.40295
C 4.26469 -10.18126 18.62973
C 3.74903 -10.10220 19.92921
C 4.63959 -10.07058 21.03350
C 6.02100 -10.14141 20.80927
C 6.49353 -10.21449 19.52028
C 5.12315 -10.59411 15.57032
C 4.61730 -11.29129 14.44553
N 3.61338 -10.60684 13.99013
N 3.46823 -9.54100 14.75166
N 4.40123 -9.50663 15.67894
P 5.20918 -12.82245 13.71105
Se 4.26665 -13.20827 11.91818
C 7.04526 -12.68838 13.57538
C 7.66593 -11.46047 13.62757
C 9.02290 -11.37253 13.37686
C 9.76008 -12.50605 13.26356
C 9.13267 -13.76835 13.20755
C 7.79246 -13.85237 13.36203
C 4.88919 -14.11245 14.97828
C 3.55919 -14.36195 15.26478
C 3.18142 -15.40910 16.08622
C 4.14933 -16.08262 16.80984
C 5.53289 -15.85055 16.52373
C 5.84826 -14.85274 15.63223
H 5.95048 -7.73966 16.64494
H 7.40743 -5.86153 15.98590
H 9.67428 -6.15356 15.35770
H 10.61854 -8.65004 15.44079
H 9.25704 -10.41735 16.12003
H 3.53075 -10.06096 17.86892
H 2.66510 -10.06285 19.98132
H 4.23184 -9.99103 22.03059
H 6.75774 -10.11270 21.62815
H 7.55186 -10.31876 19.42840
H 7.09005 -10.56392 13.67346
H 9.55268 -10.41129 13.34177
H 10.82742 -12.38830 13.04937
H 9.72078 -14.64808 12.97394
H 7.28316 -14.80284 13.27190
H 2.76147 -13.88565 14.80851
H 2.16208 -15.58249 16.24948
H 3.79681 -16.94299 17.39466
H 6.32761 -16.28165 17.13640
H 6.81874 -14.57988 15.41723
```

Output
M, g/mol: 793.7
Total charge: -1
Energy, Eh: -8052.117943
LUMO, eV: 2.25

***

# 3
DFT (ωB97M-V/def2-TZVPD) results for the ion C21H26F7NO6PS3 with charge +1 in a non-equilibrium geometry.

Geometry as XYZ:
```
65
Properties=species:S:1:pos:R:3
C 5.80492 -2.36548 1.52833
C 6.30866 -0.96022 1.80053
O 5.18504 -0.05170 1.84230
P 5.30517 1.21748 0.90038
O 6.59936 1.90408 1.01964
C 3.96721 2.31112 1.38027
C 2.58111 1.60096 1.41456
C 1.84496 1.92359 0.11934
C 0.50062 1.27382 -0.06759
C -0.62223 2.05632 -0.17149
C -1.90880 1.52452 -0.38128
C -3.08509 2.34545 -0.50974
S -2.85412 4.10874 -0.35397
C -4.32065 1.77182 -0.75752
C -5.55447 2.60080 -0.94328
C -6.72292 2.27830 0.01201
O -6.99748 0.90474 0.19229
C -4.38275 0.35580 -0.86403
C -3.29574 -0.44498 -0.72920
S -3.56325 -2.19112 -0.92027
O -4.89300 -2.39041 -1.40367
O -2.50517 -2.72605 -1.72537
C -3.51606 -2.89348 0.78510
F -2.26032 -2.87508 1.24822
F -4.26990 -2.08061 1.52844
C -4.07540 -4.34557 0.92397
F -5.40305 -4.30790 0.93592
F -3.65447 -4.79941 2.10686
C -3.62606 -5.37980 -0.15535
F -2.33417 -5.27493 -0.41212
F -4.33911 -5.26176 -1.25367
F -3.85440 -6.58891 0.35207
C -2.00806 0.11879 -0.48483
C -0.85384 -0.65153 -0.36237
N 0.33798 -0.08607 -0.16765
S 1.71083 -1.17515 -0.10950
O 5.03714 0.67894 -0.58388
C 5.69698 1.40684 -1.63660
C 5.30280 0.83113 -2.98144
H 6.64567 -3.04655 1.62126
H 5.41730 -2.40915 0.51506
H 5.03031 -2.60801 2.24874
H 7.03327 -0.68612 1.03981
H 6.81818 -0.91504 2.75641
H 3.99035 3.15245 0.69297
H 4.23997 2.66543 2.36804
H 2.78660 0.54767 1.54058
H 2.05367 1.99141 2.27908
H 1.67556 2.99462 0.11613
H 2.44728 1.71076 -0.76616
H -0.50854 3.12249 -0.10975
H -3.49249 4.30342 0.81051
H -5.88777 2.48021 -1.97657
H -5.32495 3.64819 -0.81384
H -7.61053 2.74853 -0.41206
H -6.54826 2.75455 0.97114
H -7.37340 0.57100 -0.62821
H -5.34130 -0.08622 -1.06073
H -0.88858 -1.72414 -0.43351
H 1.62987 -1.46920 1.20056
H 5.43762 2.46493 -1.61258
H 6.77304 1.34053 -1.52800
H 4.23147 0.68241 -3.07117
H 5.82009 -0.11374 -3.12077
H 5.66335 1.51650 -3.74233
```

Output
M, g/mol: 648.6
SMILES: CCOP(=O)(CCCc1cc2c(S)c(CCO)cc(S(=O)(=O)C(F)(F)C(F)(F)C(F)(F)F)c2c[n+]1S)OCC
Total charge: +1
Energy, Eh: -3556.805923
LUMO, eV: -4.81
Energy above the lowest of the compared OMol25 structures with the same formula, charge and spin, eV: 0.000

***

# 4
DFT (ωB97M-V/def2-TZVPD) results for a cluster of 2 separate species, C9H14 in total in a non-equilibrium geometry.

Geometry as XYZ:
```
23
Properties=species:S:1:pos:R:3
C -1.76905 2.76298 2.76532
C -1.10208 1.51253 3.35598
H -1.21788 3.67965 3.01122
H -1.75561 2.84683 1.68336
H -2.73962 2.98783 3.20803
H -1.90660 0.78893 3.19704
H -0.92767 1.56131 4.42342
H -0.19457 1.30528 2.79815
C 2.39301 0.22766 0.00546
C 0.83043 -1.71239 -0.38795
C 1.20499 -0.40379 -0.66753
C -0.32223 -2.24114 -0.97859
C -0.99556 -1.50607 -1.92789
C 0.55731 0.31272 -1.67504
C -0.50364 -0.27582 -2.35007
H 1.55620 -2.18613 0.24944
H -0.77038 -3.10975 -0.51086
H 3.18032 0.50494 -0.69323
H 2.85122 -0.32347 0.83267
H -1.92900 -1.90307 -2.30550
H 1.02547 1.15216 -2.18110
H -0.99669 0.30463 -3.10845
H 2.01712 1.14040 0.47693
```

Output
M, g/mol: 122.2
SMILES: Cc1ccccc1.CC
Energy, Eh: -351.300836
LUMO, eV: 0.93
Energy above the lowest of the compared OMol25 structures with the same formula, charge and spin, eV: 0.799

***

# 5
DFT (ωB97M-V/def2-TZVPD) results for a structure of composition C2H8IN2 in a non-equilibrium geometry.

Geometry as XYZ:
```
13
Properties=species:S:1:pos:R:3
C -0.66483 -0.63144 0.40201
C 0.43742 1.07381 0.68946
N -0.94127 -0.75448 -0.99947
N 1.76340 0.92154 0.34121
I -0.72194 2.69248 -0.39547
H 0.15525 -1.40150 0.80523
H -1.36484 -0.63187 1.17741
H 0.24078 1.36388 1.75522
H -1.08194 -1.74084 -1.41193
H -0.05172 -0.50657 -1.55833
H 2.08905 0.81685 -0.55014
H -1.75243 -0.36632 -1.33807
H 2.48283 1.22559 1.00544
```

Output
M, g/mol: 187.0
Total charge: +1
Energy, Eh: -487.858886
LUMO, eV: -3.87
Energy above the lowest of the compared OMol25 structures with the same formula, charge and spin, eV: 2.831